No. 1
Computed, not measured: C23H32AsCl2LaN2O3S6 as an isolated structure in a non-equilibrium geometry, with the ωB97M-V functional and the def2-TZVPD basis.

Output
LUMO level in eV: -0.34

```
70
C23H32AsCl2LaN2O3S6, DFT the ωB97M-V functional and the def2-TZVPD basis
La 0.09 -0.57 -0.50
Cl -2.85 -0.42 -1.61
C -2.27 0.35 -3.21
Cl -0.73 1.28 -2.83
H -3.04 1.05 -3.51
H -2.03 -0.45 -3.92
S 1.92 -4.29 -3.17
C 1.43 -2.97 -2.29
S 0.37 -1.86 -3.10
S 1.93 -2.83 -0.66
C 1.55 3.88 1.08
C 1.45 2.69 0.11
O 0.65 1.75 0.38
C 2.26 2.73 -1.09
C 2.90 3.92 -1.53
C 3.69 3.93 -2.66
C 3.86 2.76 -3.43
C 3.25 1.59 -3.07
C 2.43 1.50 -1.90
O 1.98 0.35 -1.55
H 0.97 3.69 2.00
H 1.17 4.79 0.57
H 2.62 4.05 1.34
H 2.79 4.83 -0.94
H 4.21 4.85 -2.97
H 4.52 2.81 -4.31
H 3.37 0.68 -3.66
C -0.39 -3.05 2.35
C -1.33 -1.92 2.50
N -1.47 -0.90 1.68
C -2.33 0.07 2.19
C -2.96 -0.34 3.36
S -2.44 -1.89 3.88
C -2.47 1.41 1.64
C -2.99 2.47 2.37
S -2.86 3.96 1.50
C -2.08 3.05 0.19
N -2.00 1.75 0.38
C -1.65 3.80 -1.01
H 0.28 -2.92 1.47
H -0.95 -4.01 2.26
H 0.26 -3.13 3.25
H -3.69 0.25 3.95
H -3.44 2.43 3.36
H -1.68 4.88 -0.79
H -2.35 3.59 -1.86
H -0.64 3.51 -1.32
C 3.50 0.78 1.96
S 1.83 0.54 2.49
C 2.13 -0.24 4.04
O 1.37 -0.67 1.60
H 4.07 -0.15 2.14
H 3.92 1.65 2.52
H 3.48 0.97 0.88
H 2.76 0.42 4.68
H 2.60 -1.22 3.86
H 1.13 -0.38 4.52
C -0.81 -5.11 -0.52
As -1.60 -3.30 -0.82
C -2.27 -3.71 -2.65
C -3.33 -3.72 0.05
H -1.27 -5.85 -1.21
H -0.97 -5.42 0.53
H 0.27 -5.05 -0.71
H -2.89 -4.62 -2.67
H -1.42 -3.83 -3.35
H -2.86 -2.84 -2.98
H -3.68 -4.71 -0.24
H -4.08 -2.96 -0.24
H -3.23 -3.68 1.16
```

---

No. 2
Computed, not measured: C6H15Br2MnNO2 as an isolated structure in a non-equilibrium geometry, with the ωB97M-V functional and the def2-TZVPD basis.

Output
LUMO level (alpha / beta) in eV: 0.33 / 0.29
Spin multiplicity: 6
<S²>: 8.76

```
27
C6H15Br2MnNO2, DFT the ωB97M-V functional and the def2-TZVPD basis
Mn -0.01 -1.04 0.23
Br -0.86 -1.31 2.57
Br 0.33 -2.62 -1.62
C -2.97 -1.48 -1.01
O -2.16 -0.50 -0.43
C -2.18 0.78 -1.05
C -1.09 1.59 -0.36
N 0.21 0.90 -0.51
C 1.30 1.55 0.23
C 2.51 0.57 0.19
O 2.06 -0.70 0.61
C 2.62 -1.22 1.81
H -2.84 -1.68 -2.08
H -4.04 -1.33 -0.79
H -2.72 -2.46 -0.60
H -3.11 1.29 -0.80
H -2.12 0.74 -2.14
H -1.34 1.72 0.70
H -1.05 2.59 -0.80
H 0.34 1.04 -1.52
H 0.95 1.63 1.26
H 1.64 2.49 -0.19
H 3.30 0.99 0.82
H 2.83 0.57 -0.85
H 2.32 -0.63 2.67
H 3.72 -1.20 1.78
H 2.35 -2.27 1.88
```

---

No. 3
Computed, not measured: C5H13NO in the gas phase in a non-equilibrium geometry, with the ωB97M-V functional and the def2-TZVPD basis.

Output
LUMO level in eV: 0.95
SMILES: CN[C@H](C)[C@@H](C)O

```
20
C5H13NO, DFT the ωB97M-V functional and the def2-TZVPD basis
C -1.90 1.58 -0.68
N -0.61 1.00 -0.06
C 0.06 -0.28 -0.40
C 1.04 -0.75 0.69
C 2.19 0.35 0.66
O 0.49 -1.06 1.95
C -0.97 -1.46 -0.95
H -2.05 2.46 -0.01
H -1.93 1.76 -1.81
H -2.73 0.87 -0.58
H -0.69 1.22 0.96
H 0.72 -0.15 -1.33
H 1.61 -1.79 0.31
H 2.87 0.37 1.68
H 3.03 0.21 0.02
H 1.63 1.30 0.40
H 0.91 -0.42 2.54
H -1.55 -2.02 -0.12
H -0.42 -2.17 -1.60
H -1.70 -1.02 -1.65
```

---

No. 4
Computed, not measured: C17H26CoN2O as an isolated structure in a non-equilibrium geometry, with the ωB97M-V functional and the def2-TZVPD basis.

Output
LUMO level (alpha / beta) in eV: -0.84 / -0.95
Spin multiplicity: 4
<S²>: 3.79

```
47
C17H26CoN2O, DFT the ωB97M-V functional and the def2-TZVPD basis
C 2.85 -4.28 1.91
C 3.71 -4.39 0.65
H 3.40 -3.77 2.71
H 2.57 -5.27 2.28
H 1.94 -3.71 1.73
H 3.87 -3.43 0.18
H 4.69 -4.81 0.89
H 3.24 -5.06 -0.08
C -0.56 2.01 2.10
C -0.81 3.23 2.73
C -0.59 4.44 2.06
C -0.08 4.39 0.77
H -0.69 1.05 2.59
H -1.19 3.23 3.75
H -0.84 5.40 2.51
H 0.09 5.28 0.18
N -0.13 1.97 0.81
C 0.18 3.15 0.18
C 0.70 2.97 -1.15
N 0.80 1.66 -1.54
C 1.37 1.36 -2.72
C 1.52 3.70 -3.28
C 1.72 2.36 -3.63
H 1.56 0.30 -2.90
H 2.13 2.06 -4.59
C 1.03 4.01 -2.02
H 0.84 5.04 -1.70
H 1.73 4.49 -3.99
Co 0.10 0.36 -0.31
C 0.96 -1.17 -1.20
H 2.04 -1.01 -1.34
H 0.47 -1.40 -2.16
H 0.81 -1.97 -0.46
C -3.60 -0.40 0.50
C -2.43 -1.35 0.35
C -2.42 -2.34 1.49
C -2.65 -2.14 -0.94
O -1.24 -0.62 0.44
H -4.53 -0.96 0.59
H -3.68 0.25 -0.38
H -3.47 0.21 1.40
H -3.37 -2.87 1.56
H -1.62 -3.08 1.34
H -2.24 -1.82 2.44
H -2.75 -1.50 -1.82
H -1.86 -2.88 -1.11
H -3.59 -2.68 -0.83
```

---

No. 5
Computed, not measured: H4P4S in the gas phase, with the ωB97M-V functional and the def2-TZVPD basis.

Output
LUMO level in eV: -1.46

```
9
H4P4S, DFT the ωB97M-V functional and the def2-TZVPD basis
P -0.13 -0.38 0.44
P -0.34 0.80 2.29
P -0.51 0.19 -2.74
P -0.30 1.20 -0.83
S -0.43 2.73 2.38
H 0.63 0.20 3.11
H -1.44 0.15 2.88
H 0.20 -0.98 -2.47
H 0.58 0.83 -3.31
```

---

No. 6
Computed, not measured: C20H20N4 in the gas phase in a non-equilibrium geometry, with the ωB97M-V functional and the def2-TZVPD basis.

Output
LUMO level in eV: 0.65
SMILES: CCc1ccc(C#Cc2c3n(c4ncnc(N)c24)[C@@H](C)CC3)cc1

```
44
C20H20N4, DFT the ωB97M-V functional and the def2-TZVPD basis
C -0.20 -0.17 -0.16
C 0.57 0.71 -0.46
N -0.46 -4.12 2.38
N -2.68 -4.07 1.50
C -1.12 -1.22 -0.05
C -2.46 -1.19 -0.50
C -1.72 -4.61 2.26
C -0.13 -3.00 1.65
C -2.31 -2.99 0.83
C 1.61 3.05 -0.90
C 2.96 1.03 -0.63
C 2.79 3.78 -1.04
C 4.13 1.83 -0.86
C 1.68 1.63 -0.68
C -1.09 -2.44 0.79
C 4.05 3.22 -1.08
N 1.10 -2.45 1.83
N -3.09 -2.11 0.08
C 5.86 4.36 0.09
C -5.37 -2.21 1.04
C -3.27 -0.35 -1.30
C 5.23 4.07 -1.24
C -4.68 -1.03 -1.24
C -4.47 -2.34 -0.26
H -1.95 -5.56 2.76
H 0.69 3.62 -0.84
H 3.12 -0.01 -0.46
H 2.69 4.79 -1.04
H 5.07 1.33 -0.99
H 1.42 -2.71 2.75
H 1.12 -1.49 1.41
H 6.97 4.38 0.11
H 5.62 3.58 0.92
H 5.47 5.37 0.45
H -4.94 -1.60 1.77
H -6.32 -1.64 0.75
H -5.61 -3.12 1.46
H -2.78 -0.41 -2.32
H -3.30 0.71 -1.08
H 5.93 3.36 -1.85
H 5.02 4.95 -1.81
H -5.58 -0.40 -0.95
H -4.89 -1.23 -2.32
H -4.68 -3.30 -0.78
```